(1)
{"formula": "C26H27AsMnN8O8S3", "method": "ωB97M-V/def2-TZVPD", "species": ["Mn", "C", "C", "N", "C", "S", "N", "N", "C", "C", "C", "C", "C", "C", "C", "N", "H", "H", "H", "H", "H", "H", "H", "H", "H", "H", "H", "H", "H", "O", "As", "O", "O", "C", "C", "C", "C", "C", "C", "S", "O", "O", "O", "H", "H", "H", "H", "H", "N", "C", "C", "C", "C", "C", "C", "S", "O", "O", "N", "C", "N", "C", "C", "C", "N", "H", "H", "H", "H", "H", "H", "H", "H", "H"], "positions_angstrom": [[0.221, 0.222, 0.398], [0.567, 2.073, 5.854], [1.941, 2.366, 5.260], [2.300, 1.550, 4.118], [1.659, 1.463, 2.919], [2.515, 0.628, 1.677], [0.472, 2.072, 2.870], [-0.119, 1.966, 1.663], [-1.271, 2.499, 1.480], [-2.113, 3.028, 2.599], [-1.723, 2.564, 0.058], [-2.961, 3.088, -0.300], [-3.315, 3.132, -1.639], [-2.423, 2.676, -2.591], [-1.205, 2.177, -2.146], [-0.863, 2.123, -0.873], [0.439, 2.636, 6.783], [0.464, 1.006, 6.058], [-0.208, 2.349, 5.148], [2.698, 2.161, 6.019], [2.004, 3.431, 4.997], [3.232, 1.176, 4.074], [-1.836, 2.500, 3.509], [-3.171, 2.861, 2.398], [-1.956, 4.099, 2.765], [-3.648, 3.429, 0.461], [-4.285, 3.517, -1.932], [-2.664, 2.679, -3.645], [-0.471, 1.806, -2.855], [0.832, -4.691, -2.570], [-1.281, -2.003, -0.584], [-1.763, -2.498, -2.074], [-1.779, -0.416, -0.213], [-2.108, -3.066, 0.815], [-3.318, -3.614, 0.417], [-4.131, -4.254, 1.346], [-3.748, -4.319, 2.674], [-2.549, -3.745, 3.083], [-1.733, -3.115, 2.159], [-0.170, -2.422, 2.683], [-0.097, -2.575, 4.123], [0.789, -3.196, 1.929], [-0.292, -1.008, 2.280], [0.913, -3.013, -2.627], [-3.598, -3.545, -0.628], [-5.064, -4.702, 1.026], [-4.378, -4.824, 3.397], [-2.225, -3.771, 4.115], [-2.423, -7.368, -6.253], [-1.613, -6.653, -5.311], [-0.589, -5.820, -5.733], [0.223, -5.169, -4.811], [0.049, -5.318, -3.421], [-0.996, -6.174, -3.015], [-1.801, -6.812, -3.942], [0.796, -4.643, -0.288], [2.190, -4.969, -0.146], [-0.106, -5.711, 0.082], [0.534, -1.628, -0.501], [1.102, -1.214, -1.584], [1.651, 0.069, -1.590], [2.149, 0.516, -2.709], [2.211, -0.237, -3.899], [1.748, -1.520, -3.836], [1.215, -1.998, -2.715], [-2.534, -6.846, -7.111], [-3.336, -7.567, -5.869], [-0.421, -5.674, -6.797], [1.021, -4.520, -5.157], [-1.168, -6.296, -1.954], [-2.608, -7.451, -3.592], [2.519, 1.538, -2.683], [2.641, 0.160, -4.805], [1.788, -2.208, -4.669]], "homo_ev": [-1.94, -1.94], "e_above_lowest_kcal_mol": 62.7, "s_squared": 8.75, "total_charge": -2, "multiplicity": 6}

---

(2)
{"formula": "C3H6", "method": "ωB97M-V/def2-TZVPD", "species": ["C", "C", "C", "H", "H", "H", "H", "H", "H"], "positions_angstrom": [[-0.277, -0.695, 0.478], [-0.064, 0.706, 0.422], [0.304, -0.011, -0.885], [-1.090, -1.392, 0.435], [0.621, -1.037, 0.876], [-0.878, 1.435, 0.451], [0.675, 1.209, 1.186], [1.266, -0.108, -1.186], [-0.374, -0.105, -1.856]], "homo_ev": -9.75, "e_above_lowest_kcal_mol": 35.4, "total_charge": 0, "smiles": "C1CC1"}

---

(3)
{"formula": "C32H41Cl3F2N3O2OsSi4Te", "method": "ωB97M-V/def2-TZVPD", "species": ["Os", "F", "C", "C", "C", "C", "C", "F", "C", "C", "C", "C", "C", "C", "N", "H", "H", "H", "H", "H", "H", "Cl", "C", "C", "C", "Cl", "C", "O", "C", "Cl", "C", "H", "H", "C", "Si", "C", "C", "Si", "Te", "Si", "C", "C", "C", "Si", "C", "C", "C", "H", "H", "H", "H", "H", "H", "H", "H", "H", "H", "H", "H", "H", "H", "H", "H", "H", "H", "H", "H", "H", "H", "H", "H", "H", "H", "H", "N", "C", "O", "C", "C", "C", "C", "N", "C", "H", "H", "H", "H", "H", "H"], "positions_angstrom": [[1.341, -1.092, -0.147], [1.748, 1.791, 4.457], [2.127, 0.700, 3.776], [1.635, 0.515, 2.499], [1.994, -0.616, 1.761], [2.868, -1.547, 2.368], [3.332, -1.303, 3.659], [4.165, -2.176, 4.253], [2.983, -0.190, 4.389], [3.191, -2.733, 1.575], [4.035, -3.775, 1.947], [4.236, -4.837, 1.085], [3.591, -4.852, -0.141], [2.765, -3.795, -0.457], [2.571, -2.761, 0.373], [0.952, 1.257, 2.110], [3.361, -0.034, 5.388], [4.526, -3.752, 2.905], [4.889, -5.649, 1.375], [3.718, -5.659, -0.847], [2.229, -3.759, -1.395], [-4.516, -4.593, -2.134], [-2.945, -3.879, -2.028], [-2.502, -3.390, -0.814], [-1.249, -2.807, -0.778], [-0.637, -2.173, 0.751], [-0.399, -2.694, -1.875], [0.808, -2.157, -1.806], [-0.898, -3.217, -3.081], [0.109, -3.130, -4.480], [-2.150, -3.792, -3.164], [-3.114, -3.471, 0.073], [-2.503, -4.178, -4.109], [-0.504, 4.774, -0.533], [-1.594, 4.050, 0.808], [-0.764, 4.264, 2.473], [-3.265, 4.897, 0.804], [-1.997, 1.752, 0.393], [0.157, 1.106, -0.772], [-3.450, 1.526, -1.467], [-2.908, 2.675, -2.841], [-5.164, 1.991, -0.865], [-3.433, -0.258, -2.040], [-2.850, 0.621, 2.285], [-3.882, -0.854, 1.754], [-1.530, 0.163, 3.528], [-4.016, 1.882, 3.042], [-0.445, 5.858, -0.402], [-0.896, 4.580, -1.533], [0.513, 4.381, -0.487], [-0.592, 5.329, 2.653], [0.202, 3.764, 2.527], [-1.382, 3.889, 3.292], [-3.147, 5.954, 1.060], [-3.944, 4.454, 1.535], [-3.744, 4.846, -0.176], [-2.960, 3.721, -2.535], [-3.561, 2.550, -3.709], [-1.885, 2.466, -3.164], [-5.188, 3.010, -0.473], [-5.511, 1.319, -0.079], [-5.880, 1.933, -1.688], [-2.449, -0.580, -2.387], [-4.136, -0.392, -2.866], [-3.738, -0.928, -1.232], [-3.316, -1.574, 1.162], [-4.733, -0.526, 1.155], [-4.277, -1.370, 2.632], [-0.772, -0.509, 3.124], [-1.985, -0.322, 4.396], [-1.018, 1.062, 3.881], [-4.767, 2.210, 2.321], [-3.495, 2.766, 3.419], [-4.546, 1.427, 3.883], [5.812, -0.897, -4.980], [4.986, -1.464, -4.067], [4.563, -2.597, -4.161], [4.621, -0.621, -2.873], [5.366, 0.438, -2.377], [4.927, 1.083, -1.232], [3.770, 0.653, -0.617], [3.049, -0.378, -1.093], [3.471, -0.996, -2.201], [6.015, -1.433, -5.808], [5.971, 0.094, -5.012], [6.289, 0.747, -2.852], [5.482, 1.905, -0.803], [3.403, 1.109, 0.292], [2.867, -1.805, -2.584]], "homo_ev": [-10.50, -10.49], "e_above_lowest_kcal_mol": 2.9, "total_charge": 1}

---

(4)
{"formula": "C5H10", "method": "ωB97M-V/def2-TZVPD", "species": ["C", "C", "C", "C", "C", "H", "H", "H", "H", "H", "H", "H", "H", "H", "H"], "positions_angstrom": [[-1.671, 0.287, 0.312], [-0.482, -0.261, -0.511], [0.873, -0.173, 0.143], [1.690, 0.856, -0.167], [0.895, -1.167, 1.081], [-2.191, -0.464, 0.884], [-1.292, 1.057, 0.990], [-2.380, 0.832, -0.313], [-0.757, -1.288, -0.760], [-0.319, 0.336, -1.647], [2.692, 0.825, 0.237], [1.343, 1.762, -0.646], [-0.123, 0.596, -2.489], [0.466, -2.119, 0.788], [1.254, -1.079, 2.096]], "homo_ev": -7.09, "e_above_lowest_kcal_mol": 147.5, "total_charge": 0}

---

(5)
{"formula": "C2H3NS3", "method": "ωB97M-V/def2-TZVPD", "species": ["C", "C", "N", "S", "S", "S", "H", "H", "H"], "positions_angstrom": [[0.023, 0.328, -1.098], [-0.596, 1.203, -0.268], [0.596, -1.438, 0.786], [0.060, -1.364, -0.787], [-1.380, 0.930, 1.231], [1.492, -0.409, 1.624], [0.169, 0.653, -2.115], [-0.522, 2.225, -0.772], [0.158, -2.127, 1.398]], "homo_ev": [-8.68, -8.49], "e_above_lowest_kcal_mol": 66.0, "total_charge": 0}

---

(6)
{"formula": "C23H49N3OP4Rh", "method": "ωB97M-V/def2-TZVPD", "species": ["Rh", "P", "P", "P", "H", "C", "C", "H", "C", "C", "C", "C", "C", "C", "C", "C", "C", "H", "H", "H", "H", "H", "H", "H", "H", "H", "H", "H", "H", "H", "H", "H", "H", "H", "H", "H", "H", "H", "H", "H", "H", "H", "H", "H", "H", "H", "C", "C", "C", "C", "C", "C", "O", "H", "H", "H", "H", "H", "H", "C", "N", "C", "N", "C", "N", "C", "P", "C", "C", "H", "H", "H", "H", "H", "H", "H", "H", "H", "H", "H", "H"], "positions_angstrom": [[-0.088, -0.183, -0.514], [0.231, -2.297, -1.351], [2.277, -0.150, 0.259], [-2.336, 0.297, -1.134], [1.510, 2.094, -1.513], [0.440, 2.054, -1.275], [0.051, 2.022, 0.069], [0.807, 2.103, 0.845], [1.092, -1.868, -2.884], [1.310, -3.589, -0.554], [-1.311, -3.215, -1.738], [3.020, 1.384, 1.004], [2.877, -1.362, 1.517], [3.512, -0.411, -1.076], [-3.079, 1.926, -0.638], [-3.691, -0.902, -0.809], [-2.405, 0.433, -2.932], [-0.273, 2.413, -2.017], [-0.963, 2.326, 0.343], [0.773, -2.582, -3.645], [2.184, -1.929, -2.779], [0.844, -0.836, -3.146], [1.171, -4.523, -1.131], [0.984, -3.749, 0.491], [2.370, -3.281, -0.596], [-1.025, -4.156, -2.245], [-1.952, -2.602, -2.399], [-1.842, -3.442, -0.793], [4.104, 1.246, 1.066], [2.635, 1.568, 2.011], [2.818, 2.253, 0.375], [3.976, -1.324, 1.524], [2.567, -2.383, 1.276], [2.523, -1.107, 2.523], [4.478, -0.025, -0.729], [3.219, 0.144, -1.970], [3.624, -1.472, -1.318], [-4.018, 2.057, -1.185], [-2.408, 2.745, -0.913], [-3.284, 1.955, 0.440], [-4.223, -1.092, -1.755], [-4.406, -0.481, -0.084], [-3.305, -1.857, -0.426], [-3.311, 0.975, -3.225], [-2.429, -0.562, -3.386], [-1.519, 0.962, -3.284], [-0.564, 0.768, -5.925], [0.048, 0.329, -7.135], [-0.021, 1.174, -8.247], [-0.793, 2.349, -8.183], [-1.545, 2.649, -7.038], [-1.491, 1.814, -5.919], [-0.162, 0.315, -4.682], [0.138, -0.633, -4.741], [0.623, -0.601, -7.142], [0.539, 0.931, -9.158], [-0.828, 3.011, -9.043], [-2.173, 3.542, -6.996], [-2.091, 1.989, -5.022], [-0.172, -1.210, 4.737], [-0.500, 0.186, 4.348], [-1.953, 0.400, 4.471], [-2.704, -0.569, 3.639], [-2.345, -1.949, 4.039], [-0.897, -2.211, 3.911], [-0.460, -2.206, 2.508], [-0.736, -0.544, 1.712], [0.024, 0.549, 3.034], [-2.546, -0.336, 2.210], [-0.493, -1.337, 5.787], [0.911, -1.373, 4.639], [-2.208, 1.423, 4.172], [-2.239, 0.235, 5.522], [-2.882, -2.661, 3.398], [-2.627, -2.068, 5.101], [0.604, -2.472, 2.461], [-1.028, -2.959, 1.940], [-0.203, 1.607, 2.835], [1.120, 0.434, 3.035], [-3.150, -1.066, 1.651], [-2.908, 0.674, 1.957]], "homo_ev": [-14.41, -14.41], "e_above_lowest_kcal_mol": 14.3, "s_squared": 6.02, "total_charge": 3, "multiplicity": 5}

---

(7)
{"formula": "C5H6O2S", "method": "ωB97M-V/def2-TZVPD", "species": ["C", "C", "C", "C", "O", "C", "S", "O", "H", "H", "H", "H", "H", "H"], "positions_angstrom": [[0.867, 2.048, -0.898], [0.565, 0.807, -0.578], [-0.698, 0.020, -0.668], [-0.663, -0.643, 0.759], [-1.369, -1.779, 0.533], [0.826, -0.984, 0.670], [1.299, -2.162, 1.733], [1.500, -0.155, -0.187], [1.859, 2.377, -0.620], [0.413, 2.918, -1.294], [-0.707, -0.731, -1.403], [-1.565, 0.690, -0.981], [-0.992, -0.018, 1.656], [-1.336, -2.388, 1.278]], "homo_ev": -9.03, "e_above_lowest_kcal_mol": 50.4, "total_charge": 0, "smiles": "C=C1C[C@@H](O)C(=S)O1"}

---

(8)
{"formula": "C4H5N3", "method": "ωB97M-V/def2-TZVPD", "species": ["N", "C", "C", "N", "C", "N", "C", "H", "H", "H", "H", "H"], "positions_angstrom": [[-1.966, -0.041, 0.172], [-0.572, 0.014, 0.079], [0.079, 1.283, 0.087], [1.365, 1.484, 0.070], [2.233, 0.423, 0.096], [1.617, -0.799, 0.053], [0.262, -1.077, -0.001], [-2.435, 0.794, -0.158], [-2.394, -0.875, -0.205], [-0.539, 2.184, 0.094], [2.462, -1.286, -0.216], [-0.112, -2.101, -0.072]], "homo_ev": -7.87, "e_above_lowest_kcal_mol": 75.5, "total_charge": 0}

---

no.,total energy (eV)
1,-180368.6957
2,-3205.9230
3,-126687.8026
4,-5340.8707
5,-36115.2649
6,-71297.6939
7,-20210.0226
8,-8696.5405